(1)
C6H10O2 | ωB97M-V/def2-TZVPD

Structure (XYZ):
```
18
Properties=species:S:1:pos:R:3:nbo_charge:R:1
C -1.486 -0.073 1.455 -0.611
C -0.264 0.702 0.850 0.082
C -0.141 1.951 -1.169 -0.079
C 0.336 0.430 -1.370 -0.234
C 0.421 -0.158 -0.153 -0.067
C 1.117 -1.450 0.048 -0.082
H -2.089 -0.622 0.793 0.213
H -1.101 -0.801 2.160 0.200
H -2.078 0.575 2.000 0.220
H 0.500 1.052 1.608 0.181
H 0.743 2.742 -1.062 0.170
H -0.913 2.307 -1.850 0.192
H 0.597 -0.165 -2.344 0.228
H 0.439 -2.070 0.593 0.172
H 1.892 -1.319 0.896 0.184
H 1.027 -2.805 -1.565 0.475
O -0.740 1.847 0.114 -0.539
O 1.740 -2.141 -1.003 -0.703
```

Values from the calculation:
HOMO = -8.9 eV
HOMO-LUMO gap = 9.4846 eV
spin multiplicity = 1
LUMO level = 0.59 eV

=====

(2)
C20H24ClN3O2 | ωB97M-V/def2-TZVPD

Structure (XYZ):
```
50
Properties=species:S:1:pos:R:3:nbo_charge:R:1
C -1.550 0.964 -3.238 -0.652
C -0.386 1.830 -2.876 0.146
C -0.508 3.210 -2.958 -0.268
C 0.558 4.035 -2.645 -0.011
C 1.770 3.502 -2.235 -0.249
C 1.891 2.131 -2.126 -0.150
C 0.831 1.283 -2.440 -0.206
C 1.013 -0.187 -2.341 0.605
O 0.566 -0.962 -3.157 -0.544
C 1.772 -0.692 -1.124 -0.340
H 2.013 0.129 -0.444 0.216
C 3.052 -1.425 -1.545 -0.391
C 3.720 -2.049 -0.323 -0.406
H 4.600 -2.618 -0.625 0.216
H 4.042 -1.262 0.363 0.205
C 2.740 -2.969 0.404 -0.225
N 1.534 -2.246 0.752 -0.434
C 1.330 -1.877 2.047 0.671
O 2.090 -2.207 2.940 -0.613
C 0.113 -1.081 2.320 -0.252
C -1.215 -1.402 2.105 -0.024
N -1.951 -0.384 2.587 -0.159
N -1.187 0.577 3.094 -0.272
C 0.058 0.173 2.956 -0.023
H 0.874 0.778 3.296 0.216
C -3.392 -0.253 2.587 -0.029
C -3.788 0.944 1.724 -0.612
H -4.867 1.064 1.721 0.213
H -3.329 1.844 2.125 0.229
H -3.448 0.807 0.699 0.210
C -3.885 -0.090 4.022 -0.613
H -3.428 0.793 4.461 0.230
H -3.610 -0.957 4.619 0.216
H -4.965 0.019 4.039 0.212
H -3.796 -1.175 2.154 0.202
H -1.663 -2.275 1.674 0.221
C 0.854 -1.686 -0.383 -0.200
H -0.053 -1.174 -0.060 0.225
H 0.580 -2.490 -1.075 0.209
H 3.176 -3.346 1.330 0.250
H 2.466 -3.811 -0.241 0.189
H 2.788 -2.202 -2.265 0.215
H 3.737 -0.730 -2.037 0.209
H 2.839 1.715 -1.822 0.216
H 2.600 4.150 -2.003 0.231
Cl 0.376 5.746 -2.771 0.018
H -1.442 3.647 -3.277 0.225
H -2.451 1.560 -3.356 0.211
H -1.346 0.445 -4.173 0.244
H -1.722 0.202 -2.481 0.221
```

Values from the calculation:
HOMO = -9.1 eV
HOMO-LUMO gap = 9.2679 eV
spin multiplicity = 1
LUMO level = 0.17 eV

=====

(3)
C10H15N4O | ωB97M-V/def2-TZVPD

Structure (XYZ):
```
30
Properties=species:S:1:pos:R:3:nbo_charge:R:1
C 1.236 -1.619 -0.314 -0.066
C 2.392 -0.952 -0.478 0.106
C 2.179 0.430 -0.164 0.217
C -0.847 -0.901 0.945 0.187
C -2.432 -0.093 -0.700 0.711
C -2.385 1.291 -0.125 -0.524
C -1.055 2.071 -0.054 -0.454
C -0.025 1.354 0.854 -0.034
C 3.023 1.664 -0.349 -0.656
C -2.984 -2.139 0.563 -0.439
N 0.312 -0.664 0.055 -0.164
N 0.905 0.465 0.274 -0.139
N -2.019 -1.048 0.314 -0.464
N 3.666 -1.346 -0.703 -0.803
O -2.891 -0.451 -1.743 -0.467
H 0.763 -2.611 -0.563 0.261
H -0.695 -1.675 1.711 0.224
H -3.136 1.943 -0.588 0.264
H -2.737 1.253 0.942 0.239
H -0.620 2.321 -1.063 0.232
H -1.184 3.093 0.433 0.245
H 0.215 1.943 1.787 0.237
H 2.472 2.501 -0.314 0.238
H 3.772 1.683 0.581 0.251
H 3.625 1.642 -1.316 0.262
H -3.604 -1.860 1.430 0.221
H -2.417 -3.065 0.701 0.218
H -3.773 -2.393 -0.296 0.271
H 3.874 -2.212 -1.254 0.422
H 4.373 -0.625 -0.568 0.407
```

Values from the calculation:
charge = +1
HOMO (alpha / beta) = -12.0 / -11.6 eV
HOMO-LUMO gap (alpha / beta) = 7.9354 / 7.3447 eV
spin multiplicity = 1
LUMO level (alpha / beta) = -4.07 / -4.25 eV